[1]
The following is a quantum chemistry calculation of a 7-piece molecular cluster, C22H61N2O33P7S overall, from the OMol25 dataset.

Each line ends with the Mulliken charge.
Geometry (Å):
H (4.47, -6.31, -1.55)  0.313
N (4.71, -7.28, -1.31)  -0.710
C (4.84, -7.92, -2.38)  -0.202
C (4.69, -7.38, -3.81)  -0.746
C (3.58, -6.32, -3.98)  -0.201
O (2.72, -6.79, -5.06)  -0.419
S (3.34, -6.26, -6.44)  1.139
O (2.36, -6.18, -7.46)  -0.589
O (4.52, -6.89, -6.90)  -0.519
O (3.77, -4.78, -5.89)  -0.393
C (3.98, -4.87, -4.47)  0.900
O (2.95, -4.04, -3.94)  -0.277
N (3.46, -2.94, -3.23)  0.206
O (2.60, -2.19, -2.98)  -0.365
P (5.76, -4.35, -4.26)  0.817
O (6.26, -4.77, -2.96)  -0.647
O (6.02, -2.78, -4.55)  -0.504
O (6.59, -5.16, -5.40)  -0.462
H (5.14, -8.98, -2.31)  0.415
H (5.68, -7.06, -4.16)  0.311
H (4.40, -8.23, -4.44)  0.528
H (2.95, -6.11, -3.11)  0.686
H (5.31, -2.42, -5.11)  0.363
H (6.46, -4.67, -6.23)  0.335
C (-0.69, 3.01, -1.53)  -0.820
O (0.46, 2.59, -0.80)  -0.327
P (1.99, 2.94, -1.47)  1.362
O (1.66, 4.40, -1.64)  -0.622
O (1.63, 2.06, -2.82)  -0.406
C (1.32, 0.67, -2.69)  -0.668
O (3.60, 3.15, -1.89)  -0.464
C (3.90, 3.40, -3.26)  -0.575
H (-1.21, 3.77, -0.94)  0.348
H (-0.45, 3.41, -2.51)  0.371
H (-1.35, 2.15, -1.66)  0.224
H (0.34, 0.49, -3.15)  0.322
H (1.29, 0.35, -1.65)  0.309
H (2.06, 0.09, -3.23)  0.205
H (3.16, 4.06, -3.71)  0.299
H (3.97, 2.47, -3.81)  0.208
H (4.88, 3.89, -3.29)  0.247
C (1.15, 2.16, 1.71)  -0.551
O (2.17, 1.41, 2.39)  -0.368
P (1.87, 0.99, 4.00)  0.928
O (0.50, 0.40, 3.71)  -0.412
O (1.75, 2.56, 4.45)  -0.296
C (2.86, 3.45, 4.24)  -0.853
O (1.81, 0.46, 5.61)  -0.361
C (0.93, 1.14, 6.49)  -0.531
H (0.74, 1.56, 0.92)  0.298
H (0.35, 2.48, 2.38)  0.307
H (1.62, 3.05, 1.28)  0.173
H (2.51, 4.30, 3.65)  0.236
H (3.68, 2.96, 3.70)  0.383
H (3.22, 3.81, 5.20)  0.301
H (0.00, 1.40, 5.99)  0.246
H (1.40, 2.03, 6.89)  0.237
H (0.71, 0.46, 7.32)  0.248
C (-6.86, 0.75, 5.65)  -0.715
O (-6.58, 0.61, 4.26)  -0.425
P (-5.00, 0.20, 3.83)  1.446
O (-4.84, -1.00, 4.72)  -0.727
O (-4.40, 1.57, 4.52)  -0.400
C (-4.92, 2.84, 4.15)  -0.860
O (-3.63, -0.03, 2.90)  -0.451
C (-2.35, 0.23, 3.48)  -0.624
H (-7.57, -0.03, 5.93)  0.263
H (-5.98, 0.69, 6.27)  0.342
H (-7.33, 1.73, 5.80)  0.244
H (-5.27, 3.35, 5.04)  0.244
H (-5.76, 2.75, 3.45)  0.428
H (-4.13, 3.43, 3.68)  0.297
H (-2.31, -0.09, 4.52)  0.357
H (-2.12, 1.29, 3.41)  0.190
H (-1.61, -0.32, 2.91)  0.428
C (-4.16, 0.86, -0.10)  -0.841
O (-4.98, 1.52, -1.06)  -0.304
P (-6.60, 1.06, -1.14)  1.239
O (-6.84, 1.24, 0.34)  -0.621
O (-6.18, -0.48, -1.52)  -0.388
C (-5.39, -0.73, -2.69)  -0.621
O (-8.23, 0.78, -1.47)  -0.450
C (-8.78, -0.47, -1.07)  -0.575
H (-3.85, 1.59, 0.65)  0.228
H (-4.67, 0.04, 0.40)  0.481
H (-3.28, 0.47, -0.60)  0.272
H (-4.50, -1.28, -2.40)  0.239
H (-5.09, 0.19, -3.19)  0.201
H (-5.97, -1.34, -3.39)  0.289
H (-8.39, -0.78, -0.11)  0.274
H (-8.59, -1.23, -1.83)  0.224
H (-9.86, -0.33, -0.99)  0.245
C (-3.86, 3.82, -7.71)  -0.707
O (-3.40, 3.55, -6.39)  -0.455
P (-4.56, 3.31, -5.20)  1.392
O (-5.37, 2.25, -5.89)  -0.693
O (-5.17, 4.82, -5.41)  -0.393
C (-4.31, 5.96, -5.34)  -0.779
O (-5.25, 3.15, -3.68)  -0.279
C (-6.56, 3.67, -3.49)  -0.428
H (-3.57, 2.99, -8.36)  0.261
H (-4.94, 3.95, -7.77)  0.347
H (-3.38, 4.73, -8.07)  0.257
H (-4.41, 6.53, -6.26)  0.244
H (-3.26, 5.68, -5.21)  0.377
H (-4.62, 6.59, -4.50)  0.296
H (-7.20, 3.49, -4.36)  0.329
H (-6.53, 4.73, -3.27)  0.220
H (-7.00, 3.15, -2.63)  0.108
C (4.17, -1.42, 7.40)  -0.735
O (5.34, -1.87, 8.08)  -0.464
P (6.82, -1.51, 7.38)  1.231
O (6.64, -0.04, 7.19)  -0.593
O (6.45, -2.37, 6.02)  -0.355
C (6.02, -3.73, 6.14)  -0.779
O (8.47, -1.57, 7.05)  -0.429
C (8.88, -1.42, 5.70)  -0.532
H (3.66, -0.68, 8.02)  0.280
H (4.37, -0.99, 6.42)  0.360
H (3.50, -2.27, 7.27)  0.356
H (5.05, -3.84, 5.65)  0.232
H (5.92, -4.05, 7.17)  0.378
H (6.74, -4.38, 5.63)  0.299
H (8.28, -0.67, 5.18)  0.291
H (8.83, -2.37, 5.17)  0.209
H (9.92, -1.08, 5.72)  0.246

Output
SMILES string ... [H]/N=C\C[C@@H]1OS(=O)(=O)O[C@]1(ON=O)P(=O)(O)O.COP(=O)(OC)OC.COP(=O)(OC)OC.COP(=O)(OC)OC.COP(=O)(OC)OC.COP(=O)(OC)OC.COP(=O)(OC)OC
E_tot ... -170193.2329 eV
Multiplicity ... 1
LUMO energy ... -2.759 eV
Largest force on an atom ... 0.163 hartree/bohr

---

[2]
The following is a quantum chemistry calculation of a 7-piece molecular cluster, C22H61N5O7 overall, from the OMol25 dataset.

Each line ends with the Mulliken charge.
Geometry (Å):
C (-0.61, -5.14, -1.77)  -0.602
O (-1.23, -4.61, -0.60)  -0.241
C (-2.59, -5.11, -0.41)  -0.823
C (-3.57, -4.93, -1.54)  0.565
C (-3.92, -3.41, -1.79)  -1.100
N (-4.75, -5.71, -1.24)  -0.802
H (-0.39, -6.21, -1.72)  0.363
H (0.33, -4.67, -2.07)  0.010
H (-1.13, -4.94, -2.70)  0.300
H (-2.49, -6.15, -0.10)  0.419
H (-2.94, -4.46, 0.40)  0.136
H (-3.18, -5.48, -2.40)  0.419
H (-2.97, -2.88, -1.84)  -0.002
H (-4.33, -2.84, -0.96)  0.338
H (-4.39, -3.13, -2.73)  0.457
H (-5.31, -5.50, -2.05)  0.289
H (-4.49, -6.67, -1.36)  0.271
C (-0.17, 3.83, 2.17)  -0.303
O (-1.08, 4.62, 2.89)  -0.512
C (-2.36, 3.93, 2.94)  -1.093
C (-2.34, 2.67, 3.84)  1.923
C (-3.81, 2.20, 3.97)  -1.575
N (-1.88, 2.94, 5.21)  -0.750
H (0.46, 4.53, 1.62)  0.285
H (-0.59, 3.17, 1.41)  0.043
H (0.42, 3.17, 2.81)  0.146
H (-3.14, 4.56, 3.36)  0.444
H (-2.72, 3.82, 1.92)  0.442
H (-1.80, 1.81, 3.45)  -0.761
H (-4.41, 2.14, 3.06)  0.345
H (-4.41, 2.66, 4.75)  0.399
H (-3.71, 1.18, 4.36)  0.311
H (-1.67, 3.90, 4.98)  0.400
H (-0.96, 2.52, 5.27)  0.308
C (3.67, 3.83, 1.51)  -0.472
O (4.40, 2.68, 1.15)  -0.317
C (4.17, 1.57, 2.07)  -1.104
C (2.75, 0.91, 2.28)  1.440
C (2.84, -0.31, 3.26)  -1.531
N (2.35, 0.40, 0.99)  -0.370
H (2.63, 3.55, 1.66)  0.066
H (3.66, 4.65, 0.80)  0.267
H (4.11, 4.12, 2.47)  0.352
H (4.92, 0.80, 1.88)  0.277
H (4.55, 1.91, 3.03)  0.507
H (2.03, 1.63, 2.67)  -0.632
H (3.32, -1.14, 2.74)  0.373
H (1.89, -0.79, 3.50)  0.315
H (3.36, -0.13, 4.20)  0.408
H (2.79, -0.43, 0.61)  0.260
H (2.49, 1.16, 0.33)  -0.062
N (-3.04, -1.85, 2.13)  -0.211
C (-2.98, -1.25, 3.34)  0.507
N (-1.82, -0.74, 3.60)  -0.244
O (-3.90, -1.21, 4.09)  -0.660
H (-2.27, -1.67, 1.50)  0.034
H (-3.92, -2.04, 1.68)  0.156
H (-1.24, -0.38, 2.86)  0.237
H (-1.66, -0.40, 4.54)  0.274
C (2.06, -1.27, -4.67)  -0.969
C (3.31, -2.05, -4.46)  0.467
C (3.25, -3.56, -4.44)  -1.359
O (4.18, -1.72, -5.46)  -0.565
H (2.14, -0.18, -4.77)  0.353
H (1.54, -1.35, -3.71)  0.040
H (1.36, -1.55, -5.46)  0.410
H (3.70, -1.84, -3.46)  0.274
H (4.19, -4.11, -4.46)  0.382
H (2.82, -4.01, -5.33)  0.340
H (2.76, -3.93, -3.54)  0.251
H (3.72, -2.01, -6.25)  0.385
C (0.64, 3.07, -2.81)  -1.038
C (2.01, 3.16, -2.08)  2.078
C (3.28, 2.79, -2.95)  -1.361
O (2.27, 4.45, -1.59)  -0.620
H (0.34, 2.03, -2.90)  0.093
H (0.61, 3.41, -3.85)  0.396
H (-0.12, 3.51, -2.16)  0.345
H (2.08, 2.44, -1.26)  -1.005
H (3.17, 3.25, -3.93)  0.338
H (3.29, 1.71, -3.07)  0.195
H (4.19, 3.09, -2.44)  0.449
H (3.18, 4.37, -1.32)  0.300
C (-0.35, -0.33, -1.24)  -1.124
C (-0.84, 0.63, -0.17)  1.866
C (-2.34, 0.77, -0.41)  -1.428
O (-0.51, 0.22, 1.16)  -0.199
H (-0.41, 0.12, -2.22)  0.437
H (-0.94, -1.25, -1.26)  -0.236
H (0.69, -0.61, -1.05)  0.217
H (-0.47, 1.65, -0.29)  -0.663
H (-2.83, 1.07, 0.51)  0.268
H (-2.86, -0.18, -0.55)  0.131
H (-2.53, 1.33, -1.33)  0.467
H (0.45, 0.21, 1.21)  0.161

Output
SMILES string ... COC[C@H](C)N.COC[C@H](C)N.COC[C@H](C)N.NC(N)=O.CC(C)O.CC(C)O.CC(C)O
E_tot ... -45582.4287 eV
Multiplicity ... 1
LUMO energy ... 0.280 eV
Energy relative to the best compared isomer or geometry (same formula, charge and spin) ... 202.6 kJ/mol
Largest force on an atom ... 0.090 hartree/bohr

---

[3]
The following is a quantum chemistry calculation of C22H62B2N2O11V as an isolated structure, from the OMol25 dataset.

Each line ends with the Mulliken charge.
Geometry (Å):
O (-2.21, 3.01, 0.62)  -0.627
V (-0.74, 3.25, 0.27)  0.555
C (-0.35, 5.62, -1.00)  0.901
O (0.48, 4.84, -0.58)  -0.639
O (-1.52, 5.27, -0.86)  -0.782
O (0.01, 6.66, -1.48)  -0.864
B (0.19, 3.39, 2.29)  0.600
H (0.76, 3.44, 3.21)  -0.239
H (-0.69, 2.78, 2.41)  -0.235
H (-0.19, 4.35, 1.98)  0.010
H (0.84, 2.90, 1.58)  -0.191
B (-0.67, 1.23, -0.83)  2.573
H (-0.22, 2.14, -1.20)  -0.154
H (-0.47, 1.24, 0.23)  -0.585
H (-1.74, 1.24, -0.97)  -0.678
H (-0.10, 0.42, -1.26)  -0.394
C (3.54, 0.47, -0.62)  -0.735
O (4.17, -0.04, 0.57)  -0.398
C (4.12, 0.88, 1.63)  -0.080
C (4.98, 0.29, 2.85)  -1.009
N (6.35, -0.20, 2.53)  -0.268
C (7.15, 0.95, 2.02)  -0.369
C (8.56, 0.43, 1.64)  -0.796
O (8.23, -0.39, 0.52)  -0.228
C (9.36, -0.66, -0.31)  -0.835
H (2.65, 1.08, -0.50)  0.111
H (3.42, -0.40, -1.28)  0.308
H (4.20, 1.11, -1.20)  0.384
H (3.08, 1.07, 1.91)  0.094
H (4.46, 1.86, 1.30)  0.556
H (4.37, -0.49, 3.30)  0.358
H (5.13, 1.02, 3.64)  0.391
H (6.82, -0.62, 3.32)  0.233
H (7.32, 1.67, 2.83)  0.399
H (6.72, 1.27, 1.07)  0.209
H (9.12, -0.11, 2.41)  0.381
H (9.27, 1.22, 1.41)  0.429
H (10.25, -0.94, 0.25)  0.302
H (9.51, 0.27, -0.85)  0.325
H (9.06, -1.46, -0.98)  0.203
C (-6.75, -8.63, 0.47)  -0.759
O (-5.44, -8.49, -0.14)  -0.345
C (-5.04, -7.14, -0.47)  -0.571
C (-4.43, -6.43, 0.71)  -0.443
N (-3.78, -5.12, 0.40)  -0.293
C (-3.36, -4.44, 1.59)  -0.824
C (-2.94, -3.05, 0.99)  -0.048
O (-4.13, -2.36, 0.75)  -0.413
C (-3.81, -1.00, 0.45)  -0.735
H (-6.73, -8.63, 1.56)  0.271
H (-7.17, -9.56, 0.10)  0.278
H (-7.51, -7.92, 0.14)  0.324
H (-5.77, -6.45, -0.91)  0.368
H (-4.30, -7.23, -1.26)  0.324
H (-3.62, -7.02, 1.14)  0.202
H (-5.16, -6.29, 1.50)  0.295
H (-4.37, -4.59, -0.23)  0.269
H (-2.58, -4.91, 2.19)  0.406
H (-4.21, -4.31, 2.25)  0.368
H (-2.11, -3.14, 0.29)  0.402
H (-2.57, -2.61, 1.92)  0.012
H (-3.51, -0.46, 1.35)  0.283
H (-4.74, -0.50, 0.16)  0.302
H (-3.05, -0.92, -0.32)  0.353
C (-4.34, 4.94, -3.35)  -1.346
C (-4.54, 3.68, -2.55)  0.441
C (-3.90, 2.46, -3.33)  -1.082
O (-3.93, 3.81, -1.31)  -0.422
H (-5.07, 5.64, -2.94)  0.372
H (-4.65, 4.73, -4.37)  0.366
H (-3.35, 5.37, -3.22)  0.314
H (-5.59, 3.55, -2.29)  0.332
H (-4.59, 1.82, -3.88)  0.467
H (-3.46, 1.80, -2.59)  0.125
H (-3.02, 2.72, -3.93)  0.242
H (-3.04, 4.09, -1.51)  0.065
C (-0.60, -0.06, 3.73)  -1.392
C (0.87, -0.28, 3.70)  0.801
C (1.28, -1.16, 2.53)  -1.054
O (1.54, 1.04, 3.61)  -0.595
H (-0.99, 0.61, 2.96)  0.100
H (-0.82, 0.37, 4.70)  0.372
H (-1.13, -1.01, 3.68)  0.392
H (1.18, -0.81, 4.60)  0.177
H (0.76, -2.12, 2.47)  0.466
H (2.36, -1.35, 2.48)  0.171
H (1.04, -0.69, 1.58)  0.053
H (0.82, 1.63, 3.38)  -0.018
C (-0.78, 1.27, -4.62)  -0.749
C (0.77, 1.38, -4.53)  0.317
C (1.28, 2.73, -4.12)  -0.864
O (1.12, 0.40, -3.52)  -0.656
H (-1.18, 1.79, -5.48)  0.502
H (-1.08, 1.82, -3.73)  -0.211
H (-1.23, 0.27, -4.58)  0.271
H (1.27, 0.93, -5.39)  0.330
H (1.09, 3.58, -4.77)  0.349
H (2.35, 2.57, -3.94)  0.287
H (0.88, 3.02, -3.15)  -0.112
H (0.52, 0.59, -2.80)  -0.056

Output
E_tot ... -76355.0469 eV
Multiplicity ... 2
LUMO energy (spin up / spin down) ... 3.318 / 3.318 eV
Total charge ... -2
Largest force on an atom ... 0.181 hartree/bohr